# 1
The following is a quantum chemistry calculation of a 2-piece molecular cluster, C3H13N5 overall at a distorted geometry, from OMol25.

Properties
- structure (SMILES) = [H]/N=N/N.CCNNC
- HOMO energy (eV) = -8.25
- frontier orbital gap (Eh) = 0.3402

Structure (ORCA input):
```
! wB97M-V def2-TZVPD RIJCOSX def2/J DEFGRID3
* xyz 0 1
H 3.069 -2.033 -0.696
N 3.569 -1.171 -0.429
N 2.621 -0.273 -0.398
N 3.069 0.921 -0.005
H 2.408 1.623 0.359
H 4.141 0.896 0.195
C -1.149 -1.327 1.312
C -0.353 -0.749 0.216
N -0.244 0.729 0.296
N -1.493 1.313 0.027
C -2.340 1.129 -1.132
H -1.930 -0.736 1.677
H -1.631 -2.399 1.110
H -0.332 -1.310 1.978
H 0.703 -1.165 0.148
H -0.905 -0.932 -0.687
H 0.378 1.039 -0.670
H -1.847 1.228 0.973
H -1.639 0.724 -1.972
H -3.189 0.353 -0.989
H -2.905 2.140 -1.314
*
```

Atom charges from the Löwdin analysis, given in e for atoms 1 to 2:
1. H 0.029
2. N 0.011

***

# 2
The following is a quantum chemistry calculation of a 3-piece molecular cluster, C3H13NO2 overall at a distorted geometry, from OMol25.

Properties
- structure (SMILES) = CC(C)N.O.O
- HOMO energy (eV) = -9.22
- frontier orbital gap (Eh) = 0.3703

Structure (ORCA input):
```
! wB97M-V def2-TZVPD RIJCOSX def2/J DEFGRID3
* xyz 0 1
C -1.541 -1.441 0.277
C -1.391 0.046 0.585
C -0.758 0.275 1.958
N -0.550 0.749 -0.411
H -2.515 -1.728 -0.136
H -0.902 -1.710 -0.571
H -1.436 -2.042 1.176
H -2.365 0.534 0.530
H -0.618 1.341 2.151
H -1.405 -0.198 2.706
H 0.275 -0.058 2.047
H -0.798 1.599 -0.874
H -0.050 0.071 -0.983
O 2.788 -0.983 -1.675
H 2.609 -0.038 -1.803
H 2.288 -1.472 -2.339
O 2.169 1.706 -1.275
H 2.628 2.232 -0.607
H 1.575 1.117 -0.757
*
```

Atom charges from the Löwdin analysis, given in e for atoms 1 to 2:
1. C -0.063
2. C -0.475

***

# 3
The following is a quantum chemistry calculation of a 4-piece molecular cluster, C3H13NO3 overall at a distorted geometry, from OMol25.

Properties
- HOMO energy (spin up / spin down) (eV) = 1.05 / -4.73
- frontier orbital gap (spin up / spin down) (Eh) = 0.1018 / 0.3090

Structure (ORCA input):
```
! wB97M-V def2-TZVPD RIJCOSX def2/J DEFGRID3
* xyz -1 2
C -1.856 -0.835 1.166
C -0.752 -0.424 1.781
N 0.256 0.388 1.250
C 1.324 0.822 2.114
H -2.396 -0.517 0.299
H -2.399 -1.627 1.681
H -0.589 -0.823 2.776
H -0.022 1.119 0.619
H 0.947 1.046 3.120
H 2.250 0.240 2.268
H 1.734 1.734 1.658
H 1.526 -2.568 -0.497
H 0.318 -1.672 -0.823
O 1.216 -1.916 -1.141
H -0.752 2.614 -1.776
H -0.835 1.099 -1.770
O -0.709 1.873 -1.165
H 0.377 -0.835 -3.267
H 0.702 0.020 -2.075
O 0.140 0.013 -2.876
*
```

Atom charges from the Löwdin analysis, given in e for atoms 1 to 2:
1. C -0.120
2. C -0.299

***

# 4
The following is a quantum chemistry calculation of a 4-piece molecular cluster, C3H13NO3 overall at a distorted geometry, from OMol25.

Properties
- structure (SMILES) = C=CNC.O.O.O
- HOMO energy (eV) = -8.78
- frontier orbital gap (Eh) = 0.3455

Structure (ORCA input):
```
! wB97M-V def2-TZVPD RIJCOSX def2/J DEFGRID3
* xyz 0 1
C -1.662 -0.625 0.898
C -0.581 -0.712 0.128
N 0.863 -1.052 0.506
C 1.721 -1.900 -0.394
H -1.856 -1.055 1.899
H -2.580 0.144 0.707
H -0.509 -0.593 -1.005
H 1.340 -0.291 1.052
H 1.098 -2.637 -0.905
H 2.285 -1.394 -1.226
H 2.377 -2.442 0.344
O -4.451 -1.682 -0.328
H -5.012 -0.884 -0.044
H -3.873 -2.043 0.319
O 1.942 1.447 -0.920
H 1.614 0.569 -1.232
H 1.344 1.461 -0.058
O 2.313 4.488 0.305
H 1.659 5.187 0.466
H 1.967 4.014 -0.512
*
```

Atom charges from the Löwdin analysis, given in e for atoms 1 to 2:
1. C -0.050
2. C -0.221

***

# 5
The following is a quantum chemistry calculation of a 4-piece molecular cluster, C3H13NO3 overall at a distorted geometry, from OMol25.

Properties
- HOMO energy (eV) = -9.27
- frontier orbital gap (Eh) = 0.1639

Structure (ORCA input):
```
! wB97M-V def2-TZVPD RIJCOSX def2/J DEFGRID3
* xyz 0 1
C 1.692 1.678 -0.620
C 0.229 1.389 -0.264
C 0.124 0.837 1.155
N 0.895 -0.344 1.319
H 1.842 2.750 -0.536
H 2.366 1.064 -0.031
H 1.978 1.326 -1.605
H -0.279 2.353 -0.171
H -0.910 0.655 1.500
H 0.455 -0.979 1.987
H 0.885 -0.874 0.388
H -1.905 -1.188 -0.094
H -2.719 0.415 -1.163
O -2.235 0.221 -0.349
H 0.525 1.627 1.823
H -0.428 0.733 -0.895
O 1.211 -1.248 -1.004
H -1.115 -2.437 -0.668
H 1.010 -2.124 -1.364
O -1.352 -2.023 0.167
*
```

Atom charges from the Löwdin analysis, given in e for atoms 1 to 2:
1. C -0.089
2. C -0.227

***

# 6
The following is a quantum chemistry calculation of a 4-piece molecular cluster, C3H13NO3 overall at a distorted geometry, from OMol25.

Properties
- structure (SMILES) = C/C=C/N.O.O.O
- HOMO energy (eV) = -8.09
- frontier orbital gap (Eh) = 0.3173

Structure (ORCA input):
```
! wB97M-V def2-TZVPD RIJCOSX def2/J DEFGRID3
* xyz 0 1
C 2.335 -0.745 -0.658
C 1.410 -0.013 0.300
C 1.511 1.264 0.660
N 0.871 1.722 1.788
H 2.036 -0.776 -1.708
H 3.339 -0.270 -0.669
H 2.461 -1.693 -0.192
H 0.904 -0.664 1.007
H 1.851 2.004 -0.073
H 0.696 2.718 1.880
H 0.779 1.265 2.671
O -2.717 0.473 -1.058
H -2.768 0.813 -1.961
H -2.066 -0.252 -1.042
O -3.311 -0.176 1.221
H -3.447 -0.593 0.373
H -2.383 0.072 1.218
O -0.764 -1.494 -1.077
H 0.155 -1.270 -1.260
H -0.893 -2.386 -1.422
*
```

Atom charges from the Löwdin analysis, given in e for atoms 1 to 2:
1. C -0.124
2. C -0.215

***

Taking the records one at a time from the top gives energy relative to the best compared isomer or geometry (same formula, charge and spin) values of 128.09 18.25 17.09 79.27 197.54 36.50 kcal per mole.